DFT (wB97M-V/def2-TZVPD) results for C59H53FGeN3O3P3SnTe as an isolated structure.

Geometry (Å):
Sn: 0.248 1.306 0.177
F: 0.582 -1.984 -0.554
Ge: -0.514 -3.355 -0.489
C: -0.480 -3.825 -2.394
C: -0.642 -5.170 -2.742
C: -0.497 -5.604 -4.049
C: -0.132 -4.694 -5.029
C: 0.008 -3.356 -4.701
C: -0.220 -2.885 -3.403
P: -0.181 -1.052 -3.098
C: -1.145 -0.321 -4.486
C: -1.938 -1.002 -5.410
C: -2.734 -0.309 -6.313
C: -2.783 1.076 -6.290
C: -2.045 1.767 -5.340
C: -1.245 1.075 -4.444
C: 1.589 -0.782 -3.593
C: 2.025 0.343 -4.290
C: 3.371 0.529 -4.576
C: 4.315 -0.394 -4.157
C: 3.901 -1.510 -3.443
C: 2.554 -1.701 -3.165
C: -2.364 -3.221 0.131
C: -2.927 -4.503 0.226
C: -4.265 -4.679 0.510
C: -5.074 -3.568 0.701
C: -4.533 -2.302 0.625
C: -3.173 -2.097 0.348
P: -2.565 -0.340 0.244
C: -3.218 0.302 1.844
C: -3.418 1.671 2.036
C: -3.801 2.167 3.273
C: -3.949 1.314 4.356
C: -3.697 -0.041 4.194
C: -3.334 -0.542 2.951
C: -3.768 0.190 -1.056
C: -3.808 -0.593 -2.214
C: -4.674 -0.290 -3.251
C: -5.500 0.823 -3.166
C: -5.460 1.614 -2.030
C: -4.606 1.298 -0.979
C: 0.442 -4.493 0.794
C: 0.441 -5.879 0.584
C: 1.023 -6.752 1.488
C: 1.627 -6.247 2.630
C: 1.635 -4.881 2.849
C: 1.033 -3.990 1.956
P: 1.087 -2.177 2.324
C: 2.911 -2.008 2.193
C: 3.395 -1.900 0.888
C: 4.752 -1.753 0.643
C: 5.646 -1.694 1.705
C: 5.174 -1.801 3.004
C: 3.815 -1.963 3.249
C: 0.706 -2.115 4.113
C: -0.231 -2.984 4.677
C: -0.719 -2.768 5.959
C: -0.288 -1.676 6.698
C: 0.628 -0.792 6.143
C: 1.110 -1.001 4.858
H: -0.876 -5.902 -1.980
H: -0.645 -6.648 -4.296
H: 0.035 -5.022 -6.047
H: 0.309 -2.650 -5.466
H: -1.957 -2.082 -5.431
H: -3.325 -0.861 -7.034
H: -3.409 1.612 -6.992
H: -2.109 2.846 -5.273
H: -0.734 1.629 -3.663
H: 1.318 1.089 -4.621
H: 3.682 1.410 -5.123
H: 5.364 -0.246 -4.382
H: 4.625 -2.243 -3.106
H: 2.254 -2.579 -2.606
H: -2.303 -5.382 0.087
H: -4.681 -5.677 0.578
H: -6.129 -3.693 0.910
H: -5.170 -1.438 0.773
H: -3.213 2.363 1.228
H: -3.958 3.232 3.396
H: -4.238 1.704 5.325
H: -3.780 -0.714 5.039
H: -3.129 -1.601 2.857
H: -3.166 -1.465 -2.299
H: -4.704 -0.922 -4.129
H: -6.168 1.069 -3.982
H: -6.096 2.488 -1.954
H: -4.613 1.921 -0.100
H: 0.007 -6.286 -0.320
H: 1.012 -7.818 1.298
H: 2.095 -6.915 3.343
H: 2.108 -4.488 3.742
H: 2.695 -1.933 0.058
H: 5.112 -1.678 -0.376
H: 6.706 -1.572 1.519
H: 5.866 -1.758 3.837
H: 3.472 -2.068 4.270
H: -0.584 -3.836 4.108
H: -1.444 -3.454 6.379
H: -0.674 -1.505 7.694
H: 0.957 0.072 6.706
H: 1.790 -0.283 4.411
O: -0.444 1.169 2.896
H: 0.376 1.677 3.017
H: -0.338 0.361 3.412
O: 2.810 1.192 -1.089
H: 2.936 0.306 -1.449
H: 3.185 1.153 -0.191
Te: -1.037 3.432 -0.712
C: 5.469 3.165 2.460
N: 4.071 3.577 2.542
C: 3.713 4.811 2.962
C: 2.423 5.192 3.002
C: 1.445 4.236 2.584
N: 1.787 3.006 2.202
C: 3.098 2.646 2.148
O: 3.481 1.539 1.787
N: 0.140 4.541 2.593
H: 6.101 4.041 2.590
H: 5.657 2.712 1.492
H: 5.696 2.427 3.227
H: 4.522 5.467 3.256
H: 2.135 6.181 3.325
H: -0.096 5.510 2.732
H: -0.433 4.064 1.887

Forces on atoms 1 to 3 (eV/Å):
Sn -0.05 -0.18 -0.10
F -0.05 0.22 0.08
Ge 0.16 0.27 0.05

Results
* E_HOMO: -6.383 eV
* ΔE to the lowest compared entry with this formula, charge and spin: 0.00 kcal per mole
* lowest unoccupied orbital energy: 0.5 eV

Atomic partial charges in e from the Mulliken method, atoms 1 to 99: 1.62 1.20 0.04 0.34 -0.13 -1.09 -0.95 -0.19 -0.53 1.84 0.73 -0.68 -0.77 -0.54 -0.83 -0.71 0.75 -0.60 -0.61 -0.73 -0.39 -0.68 0.25 -0.63 -0.72 -1.05 -0.01 -0.68 2.03 1.09 -0.24 -1.11 -0.62 -0.67 -0.60 0.77 -0.31 -0.74 -0.75 -0.65 -0.60 -0.36 -0.09 -1.10 -0.87 -0.32 0.49 2.08 0.45 0.01 -0.46 -0.67 -0.79 -0.51 0.18 -0.92 -0.73 -0.68 -0.70 -0.72 0.21 0.44 0.41 0.65 0.38 0.40 0.40 0.46 0.30 0.38 0.43 0.37 0.45 0.05 0.28 0.43 0.41 0.48 0.08 0.42 0.38 0.45 0.26 0.16 0.47 0.36 0.44 0.25 0.15 0.44 0.44 0.40 -0.41 0.42 0.40 0.43 0.37 0.41 0.42